Record 1
{
  "formula": "C50H59BeBrCl3F7InLiNO2Si",
  "method": "ωB97M-V/def2-TZVPD",
  "elements": ["C", "Si", "C", "C", "In", "C", "C", "C", "C", "C", "C", "C", "C", "C", "C", "C", "C", "N", "C", "C", "C", "C", "C", "C", "C", "C", "C", "C", "C", "C", "F", "F", "C", "F", "F", "C", "F", "F", "F", "H", "H", "H", "H", "H", "H", "H", "H", "H", "H", "H", "H", "H", "H", "H", "H", "H", "H", "H", "H", "H", "H", "H", "H", "H", "H", "H", "H", "H", "H", "H", "H", "H", "H", "H", "H", "H", "H", "H", "H", "H", "H", "H", "H", "Li", "C", "Cl", "Cl", "Cl", "H", "Be", "C", "C", "C", "C", "C", "C", "H", "H", "H", "H", "H", "H", "C", "C", "C", "C", "C", "C", "C", "O", "C", "C", "C", "C", "C", "C", "C", "O", "H", "H", "H", "H", "H", "H", "H", "H", "Br"],
  "positions_angstrom": [[-0.693, -2.128, 2.589], [-0.534, -0.328, 3.320], [0.759, -0.423, 4.729], [-2.274, 0.272, 3.855], [0.508, 1.225, 1.502], [-0.411, 0.480, -0.464], [-1.952, 0.084, -0.074], [-2.964, 0.161, -1.321], [-4.477, 0.407, -0.753], [-5.309, -1.000, -0.661], [-6.247, -1.058, -1.962], [-7.484, -2.084, -1.884], [-7.590, -2.947, -0.537], [-6.510, -4.127, -0.390], [-5.716, -4.496, -1.728], [-4.645, -5.669, -1.381], [-3.675, -5.951, -2.635], [-2.717, -4.789, -2.672], [-2.590, -3.898, -3.824], [-1.544, -2.812, -3.438], [-1.016, -3.109, -1.988], [-1.808, -4.395, -1.593], [2.733, 0.902, 1.644], [3.599, 1.689, 0.574], [3.563, 3.216, 0.292], [4.504, 3.890, -0.768], [5.482, 2.977, -1.581], [5.577, 1.441, -1.349], [4.627, 0.822, -0.266], [-0.156, 3.360, 2.011], [1.027, 3.997, 2.590], [-1.163, 3.413, 3.041], [-0.520, 4.202, 0.696], [0.041, 5.528, 0.866], [0.075, 3.696, -0.502], [-2.091, 4.402, 0.422], [-2.240, 4.554, -1.004], [-2.549, 5.648, 0.964], [-2.906, 3.307, 0.781], [-0.598, -2.830, 3.505], [-1.740, -2.319, 2.156], [0.123, -2.355, 1.807], [1.361, 0.564, 4.805], [1.542, -1.218, 4.407], [0.346, -0.776, 5.735], [-2.271, 0.884, 4.819], [-2.668, 0.946, 2.995], [-2.985, -0.628, 3.887], [0.074, -0.528, -0.776], [-0.357, 1.257, -1.299], [-2.028, -0.990, 0.345], [-2.281, 0.782, 0.780], [-2.644, 0.995, -2.034], [-2.996, -0.884, -1.814], [-4.439, 0.833, 0.326], [-5.057, 1.192, -1.363], [-5.861, -0.957, 0.337], [-4.548, -1.852, -0.715], [-5.577, -1.334, -2.863], [-6.671, -0.011, -2.218], [-8.449, -1.441, -1.930], [-7.536, -2.754, -2.829], [-8.636, -3.450, -0.541], [-7.565, -2.281, 0.400], [-5.803, -3.841, 0.472], [-7.079, -5.067, -0.020], [-6.464, -4.885, -2.511], [-5.137, -3.562, -2.072], [-5.220, -6.616, -1.056], [-4.091, -5.307, -0.441], [-3.151, -6.969, -2.607], [-4.317, -5.859, -3.601], [-3.154, -3.984, -4.819], [-1.180, -1.919, -4.060], [-0.262, -2.571, -1.303], [-1.785, -4.979, -0.617], [3.108, 1.231, 2.691], [2.960, -0.219, 1.570], [2.840, 3.893, 0.854], [4.409, 5.016, -0.915], [6.148, 3.449, -2.380], [6.296, 0.766, -1.942], [4.701, -0.314, -0.121], [-4.632, -7.131, -4.544], [-5.619, 7.255, 1.886], [-6.937, 6.259, 1.250], [-5.644, 8.864, 1.150], [-5.726, 7.376, 3.648], [-4.675, 6.777, 1.633], [-7.264, -5.285, -3.976], [-0.605, -2.593, -8.960], [-1.292, -3.714, -9.417], [-1.602, -4.747, -8.538], [-1.234, -4.654, -7.198], [-0.550, -3.531, -6.741], [-0.232, -2.503, -7.622], [-0.360, -1.789, -9.647], [-1.584, -3.782, -10.460], [-2.132, -5.623, -8.896], [-1.480, -5.458, -6.511], [-0.265, -3.459, -5.697], [0.306, -1.630, -7.266], [11.889, 2.294, 3.812], [11.888, 2.538, 5.184], [10.698, 2.840, 5.836], [9.505, 2.911, 5.115], [9.510, 2.690, 3.738], [10.704, 2.370, 3.089], [8.260, 2.811, 2.953], [8.263, 2.614, 1.750], [7.008, 3.181, 3.651], [5.834, 3.355, 2.917], [4.649, 3.690, 3.567], [4.632, 3.844, 4.952], [5.802, 3.677, 5.686], [6.994, 3.355, 5.035], [8.240, 3.215, 5.822], [8.227, 3.354, 7.033], [12.817, 2.050, 3.305], [12.816, 2.491, 5.745], [10.702, 3.024, 6.906], [10.712, 2.184, 2.019], [5.839, 3.233, 1.838], [3.738, 3.830, 2.994], [3.707, 4.099, 5.459], [5.783, 3.803, 6.764], [1.230, -3.657, -1.408]],
  "atomic_forces_ev_per_a": [[-0.2, -0.5, 0.1], [-0.5, -1.7, 1.1], [1.5, -0.2, -0.1], [-0.7, 0.7, -0.8], [0.4, 0.2, -1.7], [-1.2, -1.7, 0.2], [0.3, 0.3, -0.4], [-0.9, 0.0, 1.2], [0.2, -0.3, 0.5], [0.4, 1.8, -0.9], [0.0, -0.2, -0.3], [-0.8, 0.7, 0.3], [-0.7, -0.5, -0.4], [-0.5, -0.2, 0.5], [1.1, 0.0, 1.9], [-1.3, 0.0, 0.0], [-0.2, 1.2, 1.0], [2.0, 1.6, -0.3], [3.5, 2.9, 2.5], [-1.6, -3.1, 1.2], [-4.4, -3.1, -2.3], [-0.2, 1.9, -2.1], [2.5, 0.6, 0.5], [1.9, 0.3, -2.3], [2.2, -1.3, -2.0], [-0.3, -4.5, 1.0], [-1.7, -1.0, 2.0], [-3.1, 2.2, 2.6], [0.4, 3.0, -1.5], [1.0, 0.1, 0.5], [-2.2, -0.8, -0.9], [1.5, 0.5, -2.1], [0.9, 2.2, 0.4], [-1.4, -2.8, -0.8], [-1.2, 0.7, 3.1], [-1.3, 1.2, -2.4], [0.1, -0.4, 3.5], [0.9, -3.8, -0.9], [2.0, 2.9, -0.5], [0.1, 1.0, -1.5], [1.6, 0.3, 0.4], [-1.3, 0.2, 1.3], [-1.1, -1.6, 0.3], [-1.2, 1.2, 0.5], [0.5, 0.8, -1.3], [-0.1, -0.9, -1.3], [0.5, -0.9, 1.5], [1.0, 1.2, 0.2], [-0.3, 1.9, 0.3], [-0.1, -1.1, 1.1], [0.4, 1.6, -0.5], [0.1, -1.0, -1.5], [-0.5, -1.3, 0.9], [0.3, 1.8, 0.3], [0.2, -0.6, -1.8], [0.9, -1.3, 0.8], [0.6, -0.5, -1.5], [-1.1, 1.0, 0.4], [-0.9, 0.4, 1.4], [0.8, -1.7, 0.6], [1.5, -1.2, 0.1], [0.2, 0.9, 1.5], [1.6, 0.9, 0.0], [0.0, -1.0, -1.6], [-0.7, -0.5, -1.6], [1.0, 1.4, -0.6], [1.3, 0.8, 1.4], [-1.0, -1.5, 0.1], [0.9, 1.3, -0.6], [-0.4, -0.7, -1.7], [-0.5, 1.3, 0.1], [1.0, 0.8, 1.8], [0.9, 0.0, 1.9], [-0.9, -1.7, 1.0], [-2.5, 0.4, -0.8], [0.0, 0.9, -1.7], [-0.8, -0.4, -1.6], [-0.4, 1.6, -0.1], [1.0, -1.1, -0.8], [0.3, -1.9, 0.1], [-1.1, -0.7, 1.4], [-1.3, 1.4, 1.1], [-0.3, 2.0, 0.0], [-0.4, -0.5, -0.4], [0.0, 0.1, 0.0], [0.1, 0.0, 0.0], [0.0, -0.2, 0.1], [0.0, 0.0, -0.2], [-0.2, 0.1, 0.1], [-0.2, -0.5, -1.0], [0.0, -0.1, 0.1], [0.0, 0.0, 0.0], [0.0, 0.1, 0.1], [0.0, 0.2, -0.2], [0.0, 0.0, 0.0], [-0.1, -0.1, -0.1], [0.0, -0.1, 0.1], [0.0, 0.0, 0.1], [0.1, 0.1, 0.0], [0.1, 0.0, 0.0], [0.0, -0.1, -0.1], [0.0, -0.1, 0.0], [-0.2, 0.0, 0.0], [-0.2, 0.0, 0.0], [0.3, 0.0, 0.0], [0.4, -0.1, -0.1], [0.4, -0.1, 0.1], [0.2, 0.0, 0.1], [0.0, -0.2, -1.0], [0.0, 0.0, 0.3], [-0.4, 0.1, 0.1], [-0.2, 0.1, 0.0], [0.3, -0.1, 0.0], [0.2, -0.1, 0.0], [-0.2, 0.0, -0.1], [-0.4, 0.1, -0.1], [0.0, 0.1, 1.0], [0.0, 0.0, -0.4], [-0.1, 0.0, 0.0], [-0.1, 0.0, -0.1], [-0.2, 0.0, -0.2], [-0.2, 0.1, 0.1], [0.2, 0.0, 0.2], [0.1, 0.0, 0.1], [0.1, 0.0, -0.1], [0.2, 0.0, -0.2], [2.0, -1.0, 0.0]],
  "charge": 1,
  "e_above_lowest_kcal_mol": 170.5,
  "lumo_energy_ev": -6.33,
  "gap_ev": 2.255
}

Record 2
{
  "formula": "C50H60Cl2GeN4V",
  "method": "ωB97M-V/def2-TZVPD",
  "elements": ["V", "C", "C", "C", "C", "C", "C", "C", "N", "C", "C", "C", "C", "C", "C", "C", "C", "C", "C", "N", "C", "C", "C", "N", "C", "C", "C", "C", "C", "C", "C", "C", "C", "C", "C", "C", "C", "C", "N", "C", "C", "H", "H", "H", "H", "H", "H", "H", "H", "H", "H", "H", "H", "H", "H", "H", "H", "H", "H", "H", "H", "H", "H", "H", "H", "H", "H", "H", "H", "H", "H", "H", "H", "H", "H", "H", "H", "H", "H", "H", "H", "H", "H", "H", "H", "Cl", "C", "Cl", "H", "H", "C", "H", "H", "H", "Ge", "C", "C", "C", "C", "C", "C", "C", "C", "C", "C", "C", "C", "H", "H", "H", "H", "H", "H", "H", "H", "H", "H", "H"],
  "positions_angstrom": [[0.721, 0.553, 0.779], [-0.052, 6.852, 1.445], [-1.079, 5.971, 0.723], [-1.000, 4.539, 1.145], [-1.766, 3.880, 2.057], [-2.890, 4.416, 2.886], [-2.419, 4.893, 4.266], [-1.231, 2.534, 2.149], [-0.215, 2.374, 1.255], [-0.016, 3.587, 0.668], [1.025, 3.892, -0.192], [2.016, 3.029, -0.626], [3.114, 3.411, -1.489], [3.394, 4.802, -1.959], [4.031, 5.669, -0.867], [3.834, 2.281, -1.728], [3.195, 1.219, -0.976], [3.699, -0.071, -0.861], [3.278, -1.036, 0.050], [2.259, -0.866, 0.935], [2.282, -1.931, 1.783], [1.416, -2.128, 2.848], [0.397, -1.287, 3.277], [0.060, -0.109, 2.681], [-1.016, 0.374, 3.359], [-1.635, 1.593, 3.090], [-1.382, -0.523, 4.440], [-0.494, -1.560, 4.392], [-0.323, -2.722, 5.326], [0.472, -2.324, 6.574], [-2.514, -0.219, 5.382], [-3.119, -1.394, 6.145], [3.358, -2.833, 1.409], [3.965, -2.285, 0.323], [5.164, -2.784, -0.420], [6.476, -2.239, 0.155], [3.728, -4.083, 2.143], [4.495, -3.794, 3.439], [2.085, 1.696, -0.337], [5.099, 2.136, -2.512], [6.349, 2.201, -1.627], [-0.218, 6.825, 2.523], [-0.119, 7.890, 1.115], [0.962, 6.497, 1.258], [-2.083, 6.356, 0.917], [-0.927, 6.041, -0.358], [-3.656, 3.646, 3.010], [-3.373, 5.241, 2.358], [-3.257, 5.237, 4.875], [-1.710, 5.715, 4.162], [-1.916, 4.082, 4.795], [1.073, 4.908, -0.563], [2.468, 5.272, -2.301], [4.056, 4.764, -2.828], [3.365, 5.756, -0.008], [4.248, 6.672, -1.238], [4.963, 5.224, -0.516], [4.560, -0.312, -1.471], [1.567, -3.036, 3.416], [-2.472, 1.868, 3.718], [0.196, -3.534, 4.815], [-1.290, -3.130, 5.613], [1.454, -1.941, 6.294], [0.612, -3.176, 7.242], [-0.045, -1.536, 7.124], [-3.314, 0.248, 4.802], [-2.183, 0.544, 6.095], [-3.409, -2.193, 5.461], [-4.013, -1.064, 6.675], [-2.430, -1.803, 6.883], [5.087, -2.505, -1.474], [5.182, -3.876, -0.398], [7.332, -2.559, -0.441], [6.621, -2.590, 1.178], [6.458, -1.148, 0.177], [4.336, -4.718, 1.495], [2.828, -4.660, 2.374], [5.422, -3.261, 3.221], [4.747, -4.715, 3.966], [3.902, -3.168, 4.106], [5.150, 2.925, -3.266], [5.090, 1.192, -3.063], [6.451, 3.193, -1.184], [7.250, 1.989, -2.203], [6.281, 1.480, -0.812], [-3.484, 0.776, 0.184], [-4.762, -0.101, 1.037], [-4.089, -1.252, 2.203], [-5.346, -0.651, 0.308], [-5.370, 0.616, 1.574], [-0.653, -1.137, -0.135], [-1.675, -1.324, -0.441], [-0.545, -1.179, 0.942], [-0.062, -1.940, -0.584], [-0.217, 0.083, -1.703], [-0.511, 1.929, -2.296], [0.399, 2.394, -3.241], [0.246, 3.650, -3.810], [-0.820, 4.457, -3.435], [-1.732, 4.000, -2.495], [-1.578, 2.742, -1.928], [-1.478, -0.942, -2.842], [-2.627, -0.316, -3.324], [-3.525, -1.001, -4.137], [-3.275, -2.315, -4.496], [-2.122, -2.944, -4.043], [-1.234, -2.261, -3.226], [1.200, -0.347, -2.117], [1.242, 1.775, -3.530], [0.964, 3.999, -4.542], [-0.939, 5.439, -3.876], [-2.566, 4.624, -2.197], [-2.291, 2.422, -1.182], [-2.828, 0.716, -3.067], [-4.415, -0.501, -4.498], [-3.968, -2.848, -5.134], [-1.913, -3.967, -4.332], [-0.335, -2.765, -2.885]],
  "atomic_forces_ev_per_a": [[1.0, 0.9, 1.3], [0.0, 0.0, 0.0], [0.1, 0.0, 0.0], [0.0, 0.0, 0.0], [0.0, 0.0, 0.0], [0.0, 0.0, 0.1], [0.0, 0.0, -0.1], [-0.2, 0.0, 0.2], [0.0, -0.2, 0.0], [0.0, 0.0, 0.1], [-0.1, 0.0, -0.1], [0.1, -0.1, -0.1], [0.0, 0.0, 0.0], [0.0, 0.0, 0.0], [0.0, 0.0, 0.0], [0.0, 0.0, 0.0], [0.2, -0.1, 0.0], [-0.2, 0.1, 0.1], [0.1, 0.0, 0.1], [-0.3, 0.0, -0.2], [0.2, -0.1, -0.2], [0.0, 0.0, 0.1], [-0.1, -0.1, 0.0], [-0.2, 0.0, -0.2], [0.0, 0.2, 0.1], [0.2, 0.0, -0.2], [0.0, 0.0, 0.0], [0.0, 0.0, 0.0], [0.1, 0.0, 0.0], [0.0, -0.1, 0.0], [0.0, 0.0, 0.0], [0.0, 0.1, -0.1], [-0.1, 0.0, 0.0], [0.0, 0.0, -0.1], [0.1, 0.0, 0.0], [-0.1, 0.0, 0.0], [0.0, 0.0, 0.1], [0.0, 0.0, -0.1], [0.0, -0.1, 0.0], [0.0, 0.0, 0.0], [0.0, 0.0, 0.0], [0.0, 0.0, 0.0], [0.0, 0.0, 0.0], [0.0, 0.0, 0.0], [0.0, 0.0, 0.0], [0.0, 0.0, 0.0], [0.0, 0.0, 0.0], [0.0, 0.0, 0.0], [0.0, 0.0, 0.0], [0.0, 0.0, 0.0], [0.0, 0.0, 0.0], [0.0, 0.0, 0.0], [0.0, 0.0, 0.0], [0.0, 0.0, 0.0], [0.0, 0.0, 0.0], [0.0, 0.0, 0.0], [0.0, 0.0, 0.0], [0.0, 0.0, 0.0], [0.0, 0.0, 0.0], [0.0, 0.0, 0.0], [0.0, 0.0, 0.0], [0.0, 0.0, 0.0], [0.0, 0.0, 0.0], [0.0, 0.0, 0.0], [0.0, 0.0, 0.0], [0.0, 0.0, 0.0], [0.0, 0.0, 0.0], [0.0, 0.0, 0.0], [0.0, 0.0, 0.0], [0.0, 0.0, 0.0], [0.0, 0.0, 0.0], [0.0, 0.0, 0.0], [0.0, 0.0, 0.0], [0.0, 0.0, 0.0], [0.0, 0.0, 0.0], [0.0, 0.0, 0.0], [0.0, 0.0, 0.0], [0.0, 0.0, 0.0], [0.0, 0.0, 0.0], [0.0, 0.0, 0.0], [0.0, 0.0, 0.0], [0.0, 0.0, 0.0], [0.0, 0.0, 0.0], [0.0, 0.0, 0.0], [0.0, 0.0, 0.0], [-0.2, 0.0, 0.0], [0.1, -0.1, 0.0], [0.0, 0.0, 0.0], [0.0, 0.0, 0.0], [0.0, 0.0, 0.0], [-0.1, -0.4, -0.9], [-0.2, 0.0, 0.6], [-0.2, 0.1, 0.1], [0.0, -0.2, 0.3], [-0.2, -0.5, -1.0], [-0.1, -0.2, 0.4], [0.0, 0.0, -0.1], [0.0, 0.0, 0.0], [0.0, 0.0, 0.0], [0.0, 0.0, 0.0], [0.1, 0.2, -0.1], [0.2, 0.4, -0.3], [0.0, -0.2, 0.0], [0.0, 0.1, 0.0], [0.0, -0.1, 0.0], [0.0, 0.0, 0.0], [0.0, 0.1, 0.1], [0.0, 0.1, -0.1], [0.0, 0.0, 0.0], [0.0, 0.0, 0.0], [0.0, 0.0, 0.0], [0.0, 0.0, 0.0], [0.0, 0.0, 0.0], [0.0, 0.0, 0.0], [0.0, 0.0, 0.0], [0.0, 0.0, 0.0], [0.0, 0.0, 0.0], [0.0, 0.0, 0.0]],
  "e_above_lowest_kcal_mol": 6.7,
  "multiplicity": 4,
  "lumo_energy_ev": [-0.51, -0.70],
  "gap_ev": [5.972, 5.619]
}

Question: What is the formula in the first record?
Answer: C50H59BeBrCl3F7InLiNO2Si